Record 1
ORCA calculation (ωB97M-V with the def2-TZVPD basis set) on a structure of composition C33H29GeN2O2Pd in a non-equilibrium geometry.

Geometry as XYZ:
```
68
Properties=species:S:1:pos:R:3
Pd -0.1318 1.4433 1.1134
O -1.4562 -0.8495 2.9496
C -2.2427 -1.1120 2.0635
C -2.5095 -2.5320 2.0975
C -3.8130 -3.1294 1.7845
C -4.7236 -2.3105 1.2064
C -4.4818 -1.0138 1.2879
C -3.1839 -0.3386 1.4671
C -3.0946 1.1292 1.0651
N -2.1381 1.8826 1.1880
C -2.3007 3.2326 1.9317
C -1.5860 2.7596 3.3478
N -0.3482 2.3619 2.9134
C 0.5809 2.1344 3.8859
C 1.9774 1.6760 3.8132
C 2.4547 0.9451 4.9875
C 3.7338 0.3886 4.9090
C 4.3271 0.1275 3.7255
C 3.7480 0.2955 2.4615
C 2.5121 1.1156 2.5017
O 1.6740 0.8913 1.5844
H -2.2009 -3.6064 2.6511
H -4.0222 -4.2565 1.6440
H -5.5784 -2.9879 1.0887
H -5.4539 -0.2482 0.9850
H -3.9237 1.5978 1.1778
H -3.2501 3.9444 1.8252
H -1.5153 3.7967 1.5184
H -2.0663 1.8708 3.8394
H -1.4511 3.7037 3.8586
H -0.2257 2.3420 4.6423
H 1.9193 1.5841 5.7595
H 4.1280 0.3756 5.8866
H 5.0027 -0.5483 3.8438
H 4.0582 -0.3394 1.7066
C -1.7283 1.1164 -2.0385
Ge -0.0790 0.4144 -0.9891
C -0.5589 -1.4861 -1.1804
C -1.8868 -2.0429 -1.1627
C -2.0836 -3.4332 -1.4846
C -0.9917 -4.1951 -1.6224
C 0.3655 -3.6917 -1.6952
C 0.5494 -2.3415 -1.4879
C 1.5284 0.8076 -2.1217
C 2.4511 1.5588 -1.4901
C 3.6275 2.1386 -2.1736
C 3.9227 1.8322 -3.3685
C 3.0394 0.8388 -4.0623
C 3.3620 0.5260 -5.4631
C 2.4415 -0.2163 -6.1737
C 1.2440 -0.5563 -5.6767
C 0.8705 -0.3202 -4.2144
C 1.8006 0.4172 -3.4198
H -2.3637 0.2748 -2.4056
H -1.5611 1.8590 -2.8270
H -2.6698 1.7331 -1.0857
H -2.8807 -1.4461 -1.1223
H -2.9838 -3.9072 -1.3228
H -1.3009 -5.1475 -1.9434
H 1.0919 -4.6668 -1.7110
H 1.6317 -1.9762 -1.5772
H 2.5124 1.8694 -0.4274
H 4.1173 2.8234 -1.1326
H 4.6574 2.1169 -4.0092
H 4.1276 1.0496 -5.8237
H 2.7912 -0.2918 -7.1766
H 0.5806 -1.1905 -6.3595
H -0.0433 -0.7927 -3.9631
```

<S²>: 0.80
energy above the lowest of the compared OMol25 structures with the same formula, charge and spin: 1593.7 kJ/mol
molecular weight: 664.64 g/mol
Kohn-Sham gap (spin up / spin down): 3.3 / 5.5 eV
HOMO level (spin up / spin down): 1.1 / -1.1 eV
net charge: -2
spin multiplicity: 2

***

Record 2
ORCA calculation (ωB97M-V with the def2-TZVPD basis set) on a structure of composition C33H29IrN5O9S4.

Geometry as XYZ:
```
81
Properties=species:S:1:pos:R:3
Ir 1.2081 -0.1159 1.2256
S 2.8810 0.3752 3.0939
C 4.3152 -0.3634 2.6392
C 5.4681 -0.0882 3.4564
N 6.3798 0.1371 4.1208
C 4.4350 -1.2321 1.5471
S 3.1640 -1.6792 0.5626
C 5.7236 -1.8026 1.2392
N 6.7523 -2.2514 0.9871
O -1.8410 -0.6782 6.3793
C -1.5441 0.5906 6.1649
O -1.7021 1.4522 6.9916
C -0.9946 0.9394 4.8197
C -0.7727 2.2362 4.4025
N -0.2412 2.1811 3.1755
N -0.1304 0.9143 2.7507
C -0.5491 0.1481 3.7494
C -0.4642 -1.3296 3.5238
O -1.0781 -2.0863 4.2760
O 0.2509 -1.6750 2.5241
H -1.5792 -1.2574 5.6121
H -0.9631 3.1706 4.9087
H -0.0014 2.9536 2.5637
C -3.8200 2.1645 -3.2433
C -2.9566 2.9912 -2.3270
C -2.7638 2.6186 -0.9984
C -1.9483 3.3617 -0.1592
C -1.3183 4.4952 -0.6559
C -1.5242 4.9086 -1.9671
C -2.3329 4.1483 -2.7947
S -0.2218 5.4133 0.3779
O -0.5349 5.0867 1.7483
O -0.2439 6.7572 -0.1050
N 1.2774 4.7946 0.1659
C 1.7578 4.3599 -1.1518
C 1.2966 2.9535 -1.6055
C 1.4293 1.8499 -0.5865
O 1.9115 0.7370 -0.8772
O 0.9782 2.0342 0.6037
H -4.5015 1.5287 -2.6780
H -3.2031 1.5171 -3.8722
H -4.4096 2.7988 -3.9055
H -3.2703 1.7398 -0.6135
H -1.8016 3.0751 0.8731
H -1.0604 5.8209 -2.3231
H -2.4935 4.4607 -3.8211
H 1.3898 4.0659 0.8599
H 2.8440 4.4012 -1.1235
H 1.4333 5.0865 -1.8962
H 1.8353 2.6578 -2.5037
H 0.2331 2.9966 -1.8454
O 0.4112 -1.6335 -0.2586
S -1.0101 -2.1902 -0.0762
C -1.9641 -1.3722 -1.4064
C -1.4616 -1.6220 -2.7970
C -2.1744 -2.4609 -3.6505
C -1.7092 -2.7284 -4.9304
C -0.5196 -2.1605 -5.3670
C 0.1959 -1.3222 -4.5210
C -0.2711 -1.0483 -3.2425
C -0.9032 -3.8773 -0.7223
C 0.1460 -4.6264 0.0498
C -0.1564 -5.1812 1.2904
C 0.8294 -5.8111 2.0332
C 2.1262 -5.8889 1.5413
C 2.4336 -5.3340 0.3063
C 1.4469 -4.6992 -0.4349
H -1.8793 -0.3217 -1.1186
H -3.0014 -1.6888 -1.2751
H -3.1029 -2.9093 -3.3091
H -2.2739 -3.3815 -5.5837
H -0.1543 -2.3656 -6.3655
H 1.1268 -0.8797 -4.8561
H 0.3038 -0.4053 -2.5855
H -0.6849 -3.8138 -1.7865
H -1.9047 -4.2835 -0.5580
H -1.1656 -5.1095 1.6829
H 0.5870 -6.2352 3.0001
H 2.8989 -6.3747 2.1238
H 3.4449 -5.3869 -0.0788
H 1.6877 -4.2506 -1.3932
```

<S²>: 8.78
energy above the lowest of the compared OMol25 structures with the same formula, charge and spin: 0.0 kJ/mol
molecular weight: 960.11 g/mol
Kohn-Sham gap (spin up / spin down): 7.9 / 6.7 eV
HOMO level (spin up / spin down): -8.6 / -9.7 eV
net charge: 0
spin multiplicity: 6

***

Record 3
ORCA calculation (ωB97M-V with the def2-TZVPD basis set) on a structure of composition C33H29N9O4SScSe.

Geometry as XYZ:
```
78
Properties=species:S:1:pos:R:3
Sc 0.0656 -0.5042 -0.4014
C 2.0433 -2.7029 0.9594
N 2.1061 -1.2458 0.7490
C 2.2180 -0.5479 2.0545
C 1.3502 0.6903 2.0675
C 1.7334 2.4233 0.4317
C 0.8035 3.4845 0.9260
C -0.1571 2.9784 1.9819
C -0.8133 1.6295 2.2092
N 0.1091 0.5056 2.2475
C 3.2500 -0.9187 -0.1135
C 3.0024 -1.3528 -1.5318
C 4.0596 -1.5443 -2.4073
C 3.7867 -1.8355 -3.7304
C 2.4639 -1.9202 -4.1368
C 1.4720 -1.7266 -3.1985
N 1.7256 -1.4718 -1.9085
C 0.6886 -3.0852 1.4883
C 0.5048 -4.1298 2.3789
C -0.7799 -4.4172 2.8113
C -1.8336 -3.6436 2.3499
C -1.5631 -2.6188 1.4635
N -0.3271 -2.3477 1.0336
H 2.8353 -3.0349 1.6396
H 2.2090 -3.1983 0.0003
H 3.2584 -0.3049 2.2782
H 1.8337 -1.2069 2.8312
H 2.6403 2.7911 -0.0498
H 0.6811 4.4581 0.4792
H -0.7580 3.8074 2.3380
H -1.2017 1.6957 3.2327
H 4.1737 -1.3658 0.2728
H 3.3894 0.1646 -0.1105
H 5.0763 -1.4445 -2.0522
H 4.5915 -1.9795 -4.4383
H 2.2016 -2.1206 -5.1652
H 0.4305 -1.7476 -3.4861
H 1.3554 -4.6990 2.7284
H -0.9549 -5.2261 3.5077
H -2.8485 -3.8235 2.6734
H -2.3445 -1.9747 1.0816
Se -6.8043 1.1041 -3.3024
N -5.7870 1.8066 -2.0156
C -4.7802 0.9917 -1.8224
C -3.7417 1.2137 -0.8504
C -3.6984 2.4077 -0.0313
C -2.8581 2.4504 0.9998
C -2.0400 1.2347 1.3582
N -1.6964 0.4258 0.1879
C -2.7131 0.3116 -0.7246
C -2.6554 -0.8413 -1.6224
N -1.5766 -1.6397 -1.5028
C -1.5205 -2.7684 -2.2060
C -2.5093 -3.1461 -3.0996
C -3.5848 -2.2980 -3.2918
C -3.6688 -1.1250 -2.5498
C -4.7594 -0.1800 -2.6701
N -5.7467 -0.3190 -3.5100
H -4.3417 3.2380 -0.2868
H -2.8000 3.3313 1.6253
H -2.6530 0.5998 2.0267
H -0.6462 -3.3895 -2.0460
H -2.4241 -4.0780 -3.6392
H -4.3700 -2.5311 -3.9987
C 2.6590 5.1759 2.8921
C 1.9092 3.9604 3.4256
C 1.2713 3.1322 2.3426
N 1.9932 1.9359 1.8169
H 3.1305 5.7289 3.7034
H 1.9839 5.8562 2.3716
H 3.4393 4.8753 2.1912
H 1.1475 4.2674 4.1447
H 2.6012 3.3102 3.9650
O 0.0028 0.6594 -2.2404
S 0.9507 1.7727 -2.0384
O 2.2313 1.5664 -2.6373
O 1.1894 1.3930 -0.4019
O 0.3889 3.0781 -2.0483
```

energy above the lowest of the compared OMol25 structures with the same formula, charge and spin: 294.2 kJ/mol
molecular weight: 771.64 g/mol
Kohn-Sham gap: 6.7 eV
HOMO level: -9.5 eV
net charge: +1
spin multiplicity: 1

***

Record 4
ORCA calculation (ωB97M-V with the def2-TZVPD basis set) on a structure of composition C33H30Br4F4N8O2PPt.

Geometry as XYZ:
```
83
Properties=species:S:1:pos:R:3
Pt -0.3774 1.1107 0.9810
Br -4.9758 6.4706 0.1525
C -3.3144 5.5697 0.1331
C -2.1870 6.3378 -0.2509
Br -2.3841 8.1606 -0.6213
C -0.8419 5.8380 -0.4432
Br 0.4515 6.6672 -1.5268
C -0.4338 4.7516 0.1885
O 0.7366 4.0199 0.1860
C -2.3040 3.3193 0.8377
O -2.3596 2.0886 0.9915
C -3.3849 4.1877 0.4343
Br -5.0091 3.2464 0.3892
F 2.3958 3.0720 4.4265
C 2.9917 2.7741 3.2813
C 4.3674 2.8435 3.2401
F 4.9945 3.1709 4.3546
C 5.0964 2.5894 2.0707
C 4.3293 2.2182 0.9566
C 2.9621 2.1524 1.0073
F 2.3334 1.8098 -0.1193
C 2.2377 2.4303 2.1649
C 0.7413 2.4886 2.1862
C 0.0971 3.1149 1.0861
N -1.0794 3.9148 1.0944
C 0.0124 2.4242 3.4339
N -0.5965 2.3994 4.4095
F 4.9142 1.9269 -0.1941
C 6.5287 2.7255 2.0070
C 7.2859 2.3715 0.8551
N 7.9483 2.0803 -0.0455
C 7.3056 3.2501 3.0768
N 7.9790 3.6967 3.9022
N -1.1082 -0.6547 0.5856
P -0.7730 -1.7329 -0.5812
N -0.1519 -1.0693 -1.9521
C -0.3189 0.3380 -2.3719
C -1.3400 0.4621 -3.4980
C -0.9284 -0.4171 -4.6770
C -0.7683 -1.8669 -4.2235
C 0.2263 -1.9602 -3.0701
N -2.1223 -2.5995 -0.8430
C -3.4413 -1.9498 -0.6738
C -4.3392 -2.8006 0.2107
C -4.4767 -4.2009 -0.3873
C -3.1026 -4.8509 -0.5558
C -2.1767 -3.9665 -1.3853
N 0.3713 -2.8302 -0.1094
C 0.0365 -3.7402 1.0242
C 0.4350 -3.1711 2.3856
C 1.9170 -2.7998 2.3977
C 2.2281 -1.8496 1.2450
C 1.8065 -2.4538 -0.0918
H 0.6542 0.7158 -2.7051
H -0.6273 0.9328 -1.5295
H -1.4208 1.5072 -3.8047
H -2.3182 0.1450 -3.1214
H 0.0270 -0.0564 -5.0748
H -1.6629 -0.3486 -5.4803
H -0.4183 -2.4911 -5.0481
H -1.7362 -2.2588 -3.8944
H 1.2207 -1.6634 -3.4212
H 0.2973 -2.9809 -2.6983
H -3.9105 -1.8301 -1.6582
H -3.2990 -0.9589 -0.2394
H -5.3153 -2.3205 0.3034
H -3.8979 -2.8602 1.2107
H -4.9680 -4.1297 -1.3643
H -5.1087 -4.8224 0.2473
H -3.1912 -5.8197 -1.0509
H -2.6640 -5.0268 0.4299
H -2.5590 -3.9273 -2.4129
H -1.1710 -4.3801 -1.4212
H 0.5741 -4.6766 0.8514
H -1.0279 -3.9496 0.9976
H 0.2157 -3.9120 3.1561
H -0.1738 -2.2860 2.5872
H 2.5246 -3.7049 2.2907
H 2.1838 -2.3416 3.3521
H 3.2910 -1.5985 1.2106
H 1.6630 -0.9214 1.3900
H 2.3779 -3.3697 -0.2631
H 2.0068 -1.7730 -0.9136
```

<S²>: 6.08
energy above the lowest of the compared OMol25 structures with the same formula, charge and spin: 54.9 kJ/mol
molecular weight: 1192.32 g/mol
Kohn-Sham gap (spin up / spin down): 7.2 / 6.1 eV
HOMO level (spin up / spin down): -10.8 / -11.7 eV
net charge: +1
spin multiplicity: 5

***

Record 5
ORCA calculation (ωB97M-V with the def2-TZVPD basis set) on a structure of composition C33H30Cl3MgN5O3.

Geometry as XYZ:
```
75
Properties=species:S:1:pos:R:3
Mg -0.2739 0.0694 -0.3334
Cl -4.2971 5.0546 3.3044
C -3.5894 3.8516 2.2574
C -4.4188 2.8955 1.6385
C -3.8866 1.9458 0.8109
C -2.4820 1.8591 0.5575
O -2.0132 0.9621 -0.2229
C -1.6632 2.8442 1.2044
C -0.2529 2.9183 0.9705
N 0.4576 2.0136 0.3724
C 1.8357 2.2377 0.1131
C 2.6593 3.1467 0.7282
C 4.0050 3.2939 0.3286
C 4.5275 2.5404 -0.6829
C 3.7230 1.5653 -1.3171
C 4.1763 0.7395 -2.3763
C 3.3394 -0.1857 -2.9237
C 2.0387 -0.3345 -2.3952
N 1.5855 0.4088 -1.4110
C 2.3946 1.3876 -0.8924
C -2.2482 3.8352 2.0280
H -5.4885 2.9319 1.8169
H -4.5244 1.2222 0.3148
H 0.2234 3.8443 1.2990
H 2.2807 3.7671 1.5329
H 4.6221 4.0265 0.8329
H 5.5548 2.6723 -1.0054
H 5.1908 0.8624 -2.7421
H 3.6515 -0.8197 -3.7431
H 1.3575 -1.0901 -2.7801
H -1.6118 4.5841 2.4916
N -1.5950 -0.9189 1.6841
C -1.1226 -2.0609 2.4772
C 0.1065 -1.6832 3.2983
C 1.3882 -1.6350 2.4767
N 1.3225 -0.6142 1.4096
H -2.0253 -0.2164 2.2767
H -2.3068 -1.2223 1.0301
H -0.8469 -2.8458 1.7688
H -1.8972 -2.4658 3.1345
H 0.2437 -2.4011 4.1078
H -0.0626 -0.7038 3.7642
H 1.5446 -2.6065 2.0043
H 2.2344 -1.4562 3.1432
H 2.1982 -0.6140 0.8956
H 1.2488 0.3016 1.8469
Cl -0.1276 -0.9133 -5.7013
C 0.8011 -2.2689 -5.1486
C 2.1167 -2.3267 -5.5912
C 2.9943 -3.2777 -5.1080
C 2.5503 -4.1769 -4.1521
C 1.2342 -4.1423 -3.7414
Cl 0.7220 -5.3080 -2.5541
C 0.2878 -3.2171 -4.2395
N -1.0118 -3.3063 -3.7705
C -2.2271 -2.8296 -4.3217
C -2.5435 -3.0772 -5.6526
C -3.7430 -2.6290 -6.1814
C -4.6448 -1.9500 -5.3728
C -4.3334 -1.7280 -4.0384
C -3.1313 -2.1629 -3.4923
C -2.7998 -1.9313 -2.0418
C -1.4280 -1.3219 -1.7914
O -1.0773 -0.2994 -2.4122
O -0.7139 -1.8322 -0.8476
H 2.4456 -1.5834 -6.3090
H 4.0188 -3.3114 -5.4595
H 3.2132 -4.9226 -3.7324
H -1.0758 -3.6732 -2.8370
H -1.8351 -3.6177 -6.2730
H -3.9730 -2.8141 -7.2251
H -5.5859 -1.5960 -5.7789
H -5.0325 -1.1932 -3.4038
H -2.8690 -2.8613 -1.4724
H -3.5093 -1.2203 -1.6110
```

energy above the lowest of the compared OMol25 structures with the same formula, charge and spin: 0.0 kJ/mol
molecular weight: 675.30 g/mol
Kohn-Sham gap: 6.9 eV
HOMO level: -7.5 eV
net charge: 0
spin multiplicity: 1

***

Record 6
ORCA calculation (ωB97M-V with the def2-TZVPD basis set) on a structure of composition C33H30GeN3O11Ti in a non-equilibrium geometry.

Geometry as XYZ:
```
79
Properties=species:S:1:pos:R:3
Ti 2.7321 -1.3422 -0.5866
O 1.9443 -4.8420 1.0573
C 1.9700 -3.6692 1.0215
O 2.2502 -3.0915 -0.2328
C 1.5362 -2.6825 2.0251
C 0.3299 -2.7935 2.7388
C -0.2084 -1.6247 3.3546
C 0.2161 -0.3630 2.9854
C 1.3329 -0.3095 2.1468
C 2.1066 -1.4164 1.8691
O 3.2685 -1.3140 1.2459
N 1.6590 0.8270 1.3655
O 2.0296 0.5656 0.0213
O 1.3695 2.0219 1.6735
N -1.2412 -1.7012 4.3577
O -1.2720 -0.8468 5.1903
O -2.0533 -2.6252 4.2650
H -0.1062 -3.7234 2.8419
H -0.2575 0.5150 3.3582
O 6.6159 -0.9049 -1.2622
C 5.6796 -0.3115 -0.8789
O 4.4190 -0.6384 -0.9818
C 5.8797 1.1002 -0.2510
N 4.6432 2.0179 -0.3150
C 4.4773 2.6224 1.0583
C 4.9567 1.5259 2.0109
C 6.1865 0.9900 1.2547
H 6.7030 1.5922 -0.8589
H 3.8344 1.4304 -0.4893
H 4.7278 2.7469 -1.0372
H 3.3881 2.8227 1.2551
H 5.0581 3.5254 1.0423
H 4.2936 0.6727 2.1573
H 5.3046 2.0155 2.9395
H 6.3868 -0.0281 1.5391
H 7.1252 1.5351 1.3462
O 0.5778 -1.2839 -3.9024
C 0.6081 -1.6609 -2.7694
O 1.6104 -1.3036 -1.9524
C -0.4658 -2.4812 -2.0771
C -1.0104 -1.8902 -0.7264
Ge -2.2106 -0.3097 -0.9332
C -3.9049 -0.7421 -1.8783
C -4.7979 0.3347 -1.9673
C -6.0512 0.2257 -2.5849
C -6.3954 -0.9987 -3.0895
C -5.5666 -2.0757 -2.9978
C -4.3099 -2.0051 -2.3748
C -1.3487 1.1623 -1.9027
C -1.4680 1.3914 -3.2708
C -0.9301 2.5335 -3.8962
C -0.1784 3.4306 -3.1339
C -0.0685 3.2161 -1.7802
C -0.5372 2.0557 -1.1714
C -2.7914 0.3095 0.8310
C -3.2625 -0.6839 1.6799
C -3.6937 -0.3713 2.9749
C -3.6771 0.9536 3.4339
C -3.3067 1.9705 2.5662
C -2.8486 1.6425 1.2672
H -0.0588 -3.4858 -1.9414
H -1.3382 -2.6300 -2.7273
H -0.1959 -1.6475 -0.0689
H -1.5507 -2.6947 -0.3095
H -4.4910 1.3598 -1.6778
H -6.6852 1.0862 -2.7496
H -7.3253 -1.1697 -3.6259
H -5.8881 -3.0156 -3.4281
H -3.6703 -2.8629 -2.3399
H -2.0566 0.7234 -3.9043
H -1.0526 2.6882 -4.9421
H 0.1753 4.3130 -3.6504
H 0.3878 3.9105 -1.0966
H -0.4019 1.9823 -0.0957
H -3.2959 -1.7666 1.4212
H -4.0729 -1.1602 3.6264
H -3.9463 1.2433 4.4641
H -3.2766 3.0178 2.8838
H -2.5152 2.3896 0.5904
```

<S²>: 0.77
molecular weight: 765.09 g/mol
Kohn-Sham gap (spin up / spin down): 6.9 / 7.9 eV
HOMO level (spin up / spin down): -8.0 / -9.0 eV
net charge: 0
spin multiplicity: 2

***

Number 1: E_tot -3739.0923 hartree. Number 2: E_tot -3922.8801 hartree. Number 3: E_tot -5629.0105 hartree. Number 4: E_tot -13019.7956 hartree. Number 5: E_tot -3355.9233 hartree. Number 6: E_tot -5193.7577 hartree.